*1*
Formula: C7H8N2O
Source: OMol25
Level of theory: ωB97M-V/def2-TZVPD

Geometry (Å):
C -3.9997 -0.1123 0.0325
C -1.9548 -1.5487 -0.1499
C -0.6350 -1.3292 0.0449
C -2.7020 -0.3589 -0.1780
C -0.3479 0.1600 0.0383
C 0.3989 0.5413 -1.3044
C 0.3668 0.7198 1.3012
N -5.1453 0.0339 0.0534
N -1.6516 0.8123 -0.0091
O -1.9494 1.9825 0.1412
H -2.1891 -2.6049 -0.3565
H 0.0013 -2.1291 -0.2422
H 1.1712 -0.2145 -1.5313
H 0.8839 1.5783 -1.1677
H -0.2173 0.5378 -2.0696
H 1.3709 0.3228 1.3512
H -0.2402 0.3832 2.0828
H 0.3203 1.7618 1.2929

Calculated values
HOMO-LUMO gap (spin up / spin down)	0.303 / 0.269	Ha
total charge	0
E_HOMO (spin up / spin down)	-8.4 / -8.5	eV
structure (SMILES)	CC1(C)C=CC(C#N)=[N+]1[O-]



*2*
Formula: C7H8N2O
Source: OMol25
Level of theory: ωB97M-V/def2-TZVPD

Geometry (Å):
C 2.8941 1.5420 -0.2611
C -1.0334 -1.2972 -0.0449
C -1.7275 -0.4326 0.8562
C 0.0836 -0.9485 -0.6996
C -1.2631 0.8157 1.0820
C 0.7589 0.3660 -0.5796
C 2.1963 0.3015 -0.0442
N 3.4551 2.5200 -0.4475
N -0.0689 1.2499 0.6315
O 0.7400 1.1142 -1.7400
H -1.4601 -2.2714 -0.2328
H -2.6481 -0.7689 1.2999
H 0.5208 -1.5981 -1.4458
H -1.8056 1.5145 1.7078
H 2.7296 -0.4951 -0.5726
H 2.1838 0.0741 1.0239
H 0.0937 2.2394 0.5325
H -0.0646 0.9349 -2.2425

Calculated values
HOMO-LUMO gap	0.316	Ha
total charge	0
E_HOMO	-8.0	eV
structure (SMILES)	N#CC[C@@]1(O)C=CC=CN1



Q: What are the energies relative to the best structure? A: *1* 299.0; *2* 0.0, in kJ/mol.



*1*
Formula: C2H3FO2
Source: OMol25
Level of theory: ωB97M-V/def2-TZVPD

Geometry (Å):
C 0.0054 -0.3189 0.6339
C 0.5683 0.5348 -1.5980
O -1.1270 -0.7966 0.4493
O 0.3279 1.7417 -1.5943
F -0.2022 -0.0955 -2.5250
H 0.2629 0.7650 0.6751
H 0.6792 -1.0704 0.8585
H -0.4621 1.8348 -2.1951

Calculated values
HOMO-LUMO gap	0.370	Ha
total charge	0
E_HOMO	-9.9	eV



*2*
Formula: C2H3FO2
Source: OMol25
Level of theory: ωB97M-V/def2-TZVPD

Geometry (Å):
C 0.7565 0.5130 0.1527
C -0.5039 -0.0495 -0.2806
O 0.2526 0.6997 -1.1325
O -0.8460 -1.3562 -0.3250
F -1.5485 0.7263 0.2025
H 0.9903 1.4652 0.6421
H 1.5807 -0.1443 0.2482
H -0.6818 -1.8541 0.4926

Calculated values
HOMO-LUMO gap	0.422	Ha
total charge	0
E_HOMO	-10.9	eV
structure (SMILES)	O[C@@]1(F)CO1



Q: What are the energies relative to the best structure? A: *1* 161.8; *2* 0.0, in kJ/mol.



*1*
Formula: C2H5N3O2S
Source: OMol25
Level of theory: ωB97M-V/def2-TZVPD

Geometry (Å):
C 0.3133 1.7845 0.8471
C -0.7558 -1.5767 -0.9304
N -1.0175 1.6239 0.3928
N -1.3150 0.6415 -0.2634
N -0.3904 -0.2743 -0.4464
O 2.0524 0.1447 -0.6815
O 1.1732 -0.7151 1.5118
S 1.1323 0.1844 0.3687
H 0.9151 2.6108 0.3841
H 0.4039 1.5822 1.9370
H -0.2826 -1.9638 -1.9543
H -0.3521 -2.3577 -0.2449
H -1.8764 -1.6841 -0.9207

Calculated values
HOMO-LUMO gap	0.378	Ha
total charge	0
E_HOMO	-9.7	eV
structure (SMILES)	CN1N=NCS1(=O)=O



*2*
Formula: C2H5N3O2S
Source: OMol25
Level of theory: ωB97M-V/def2-TZVPD

Geometry (Å):
C 0.3775 -0.6882 0.0851
C 0.6905 2.7333 -0.0809
H -2.7381 0.5729 0.7152
H -0.8481 -1.8705 0.9837
H 0.8200 2.6439 -1.4211
H 0.6706 3.6504 0.7097
H 3.1995 -1.7225 0.2729
N -0.8506 -0.8839 0.6060
N 0.3298 1.6901 0.6836
N 1.2131 -1.5892 0.0283
O 0.5486 0.5518 -0.5670
O 2.5713 -1.0388 -0.1761
S -2.3323 -0.3855 -0.2854

Calculated values
HOMO-LUMO gap	0.343	Ha
total charge	0
E_HOMO	-9.0	eV



*3*
Formula: C2H5N3O2S
Source: OMol25
Level of theory: ωB97M-V/def2-TZVPD

Geometry (Å):
C -0.7314 0.6321 -0.0213
C 1.7939 0.2742 -0.1562
N 0.1739 1.4435 0.2686
N -0.5909 -0.6928 -0.1826
N -2.0474 1.0857 -0.2162
O 0.8294 -1.5837 1.7011
O 1.2726 -2.4186 -0.5152
S 0.9267 -1.2967 0.2874
H 1.7629 0.4530 -1.1841
H 2.4671 0.6395 0.4674
H -1.2376 -1.1126 -0.8755
H -1.9350 2.0698 0.1663
H -2.6841 0.5065 0.2604

Calculated values
HOMO-LUMO gap	0.366	Ha
total charge	0
E_HOMO	-10.2	eV



Q: What are the energies relative to the best structure? A: *1* 33.7; *2* 370.9; *3* 0.0, in kJ/mol.



*1*
Formula: C2H5N3O2S
Source: OMol25
Level of theory: ωB97M-V/def2-TZVPD

Geometry (Å):
C -0.2247 0.1715 -0.1655
C 0.5347 -0.9458 -0.0834
H 1.6437 2.8942 -0.2693
H 2.3486 1.2005 0.1048
H -1.8867 1.1047 -0.3442
H -2.3768 -1.2677 0.4299
H 0.3754 -2.9362 -0.1622
N 1.4234 1.7665 0.3108
N 0.3237 1.4233 -0.1417
N -1.5905 0.1187 -0.3524
O -2.5046 -0.2690 0.6087
O -0.1582 -2.1983 -0.1404
S 2.0919 -1.0625 0.2051

Calculated values
HOMO-LUMO gap	0.270	Ha
total charge	0
E_HOMO	-8.2	eV



*2*
Formula: C2H5N3O2S
Source: OMol25
Level of theory: ωB97M-V/def2-TZVPD

Geometry (Å):
C 0.0090 -2.4277 -1.1664
C -1.3293 3.5532 1.1284
N -0.5168 -1.4365 -0.8984
N -1.4771 2.6660 0.2595
N 0.4666 -3.6783 -1.3279
O 1.9637 -1.4642 1.3877
O 2.5805 0.2391 -0.3032
S 1.6335 -0.2319 0.7235
H -0.3397 3.7571 1.4012
H -2.1318 4.2861 1.4847
H -2.4412 2.7738 0.0082
H 0.2769 -4.5098 -0.7777
H 1.3058 -3.5270 -1.9195

Calculated values
HOMO-LUMO gap	0.362	Ha
total charge	0
E_HOMO	-10.4	eV



Q: What are the energies relative to the best structure? A: *1* 322.6; *2* 0.0, in kJ/mol.



*1*
Formula: C4H6N2OS
Source: OMol25
Level of theory: ωB97M-V/def2-TZVPD

Geometry (Å):
C -2.2230 0.5606 -0.0604
C -2.4826 -0.7287 0.0713
C -0.3419 -0.3774 -0.3480
C 2.8459 0.9367 0.1936
N -0.8915 0.7616 -0.2936
N -1.3280 -1.3979 -0.1780
O 0.8588 -0.7085 -0.6585
S 2.0940 -0.6315 0.7241
H -2.8907 1.4152 0.0437
H -3.4294 -1.0875 0.4296
H 3.9312 0.6781 -0.0880
H 2.8525 1.6717 1.0055
H 2.1714 1.3557 -0.5830
H -1.1667 -2.4481 -0.2583

Calculated values
HOMO-LUMO gap	0.303	Ha
total charge	0
E_HOMO	-8.4	eV
structure (SMILES)	CSOc1ncc[nH]1



*2*
Formula: C4H6N2OS
Source: OMol25
Level of theory: ωB97M-V/def2-TZVPD

Geometry (Å):
C 1.3712 0.9689 -0.6378
C -0.0142 0.3968 -0.7151
C 2.9235 -0.2975 0.6747
C -2.1183 0.1048 0.7419
N 2.2485 0.3564 -0.0418
N -0.6368 0.1195 0.5437
O -0.8786 -2.2106 -0.8822
S 0.0536 -1.3611 -0.1713
H 1.5142 1.8791 -1.1286
H -0.7012 0.8910 -1.4786
H 3.5362 -1.1811 0.6252
H -2.4948 -0.9147 0.6980
H -2.4291 0.7790 -0.0250
H -2.3741 0.4697 1.7968

Calculated values
HOMO-LUMO gap	0.307	Ha
total charge	0
E_HOMO	-7.8	eV



*3*
Formula: C4H6N2OS
Source: OMol25
Level of theory: ωB97M-V/def2-TZVPD

Geometry (Å):
C -0.3344 1.0891 1.4233
C -0.0555 0.1930 0.1804
C 0.0408 -1.1293 -1.3584
C 0.8026 -1.7743 -0.3712
H 0.0482 3.7850 1.3754
H -1.3483 2.0827 -0.1647
H 0.5686 1.1951 2.0597
H -0.9706 0.4574 2.1675
H 0.6736 -2.9470 -2.9407
H 1.3243 -2.7494 -0.3880
N -0.9248 2.4798 1.3173
N -0.3646 0.1912 -1.0412
O 0.7240 -1.0501 0.7197
S -0.1839 -1.8232 -2.9790

Calculated values
HOMO-LUMO gap	0.282	Ha
total charge	0
E_HOMO	-8.1	eV



*4*
Formula: C4H6N2OS
Source: OMol25
Level of theory: ωB97M-V/def2-TZVPD

Geometry (Å):
C 1.0905 1.6794 0.0753
C 1.3844 0.3668 0.1768
C -0.8789 0.5829 -0.0495
C 0.1381 -1.7894 -0.0886
N -0.2804 1.8012 -0.0595
N 0.2351 -0.3754 0.1298
O -2.7672 -1.1815 0.1582
S -2.5362 0.2698 -0.0950
H 1.7260 2.5395 0.0961
H 2.3403 -0.0982 0.3191
H 0.8742 -2.3026 0.5297
H -0.8683 -2.1191 0.1708
H 0.3261 -2.0294 -1.1406
H -0.7836 2.6560 -0.2226

Calculated values
HOMO-LUMO gap	0.274	Ha
total charge	0
E_HOMO	-6.8	eV



Q: What are the energies relative to the best structure? A: *1* 9.6; *2* 375.4; *3* 610.7; *4* 0.0, in kJ/mol.



*1*
Formula: C4H6N2OS
Source: OMol25
Level of theory: ωB97M-V/def2-TZVPD

Geometry (Å):
C -2.4396 -0.4237 0.1060
C -0.9581 -0.1705 -0.1545
C 0.7399 1.1656 -0.1318
C 1.3225 -0.0604 -0.3687
H -2.8934 0.5838 0.2531
H -2.4800 -1.2109 0.9484
H -2.9245 -0.8119 -1.0827
H 2.5322 2.0414 -0.1337
H 3.0623 -0.9045 1.2076
H 0.1877 -1.9349 -0.1602
N -0.6352 1.1599 -0.2127
N 0.0799 -0.9441 -0.1988
O 1.5182 2.2349 0.0281
S 2.8881 -0.7247 -0.1001

Calculated values
HOMO-LUMO gap	0.332	Ha
total charge	0
E_HOMO	-8.5	eV



*2*
Formula: C4H6N2OS
Source: OMol25
Level of theory: ωB97M-V/def2-TZVPD

Geometry (Å):
C -1.3491 -2.1114 -1.8849
C -0.7171 -1.2796 -0.9064
C 0.6799 -1.3349 -0.6488
C -0.2016 0.5631 0.1975
H -0.7716 -3.0366 -1.8118
H -2.4719 -2.2954 -1.9085
H -1.2922 -1.5643 -2.9258
H 1.3297 -2.0964 -0.6409
H 2.2952 0.8652 0.9957
H -0.4522 1.6566 2.2922
N 0.9321 -0.1611 0.0878
N -1.2438 -0.0337 -0.4256
O 1.9927 -0.0780 1.1459
S -0.1794 2.0897 1.0407

Calculated values
HOMO-LUMO gap	0.342	Ha
total charge	0
E_HOMO	-8.8	eV
structure (SMILES)	Cc1cn(O)c(S)n1



*3*
Formula: C4H6N2OS
Source: OMol25
Level of theory: ωB97M-V/def2-TZVPD

Geometry (Å):
C -0.9975 -0.5100 0.1760
C -0.6612 0.6479 -0.4516
C 0.5574 1.3750 -0.1428
C 1.5572 0.7838 0.8442
H -2.3042 -2.0806 0.4350
H -2.8781 -0.8474 -0.6145
H -0.2911 -0.9865 0.8780
H -1.3607 1.1865 -1.1080
H 1.6953 1.3538 1.7605
H 1.4119 -0.7325 -1.3940
N -2.1803 -1.1526 0.0624
N 2.3057 -0.2449 0.7584
O 0.7943 2.4880 -0.6018
S 2.3513 -1.2806 -0.6017

Calculated values
HOMO-LUMO gap	0.344	Ha
total charge	0
E_HOMO	-8.9	eV
structure (SMILES)	N/C=C/C(=O)/C=N\S



Q: What are the energies relative to the best structure? A: *1* 27.7; *2* 146.8; *3* 0.0, in kJ/mol.